Arrangement i

ORCA calculation (the ωB97M-V functional and the def2-TZVPD basis) on a gas-phase ion, C9H11N2 (charge +1).

Summary:
Structure (SMILES): [H]/N=C1\C=CC=CC1=[N+]=CCC
Frontier orbital gap (Ha): 0.281
LUMO (eV): -5.7

ORCA input file:
```
! wB97M-V def2-TZVPD RIJCOSX def2/J DEFGRID3
* xyz 1 1
H 2.3365 1.8397 -0.1093
C -2.1163 1.0929 -0.0441
C 2.0227 0.8526 0.1390
H -1.0297 -2.2067 0.5953
H -2.6055 2.8738 0.5967
H 4.1327 0.2959 -0.4422
C -2.9674 -1.5112 0.4268
C 1.1841 0.3555 -0.9552
N -1.8666 2.1888 0.5778
C -1.1487 -0.1225 -0.1719
H -4.1090 1.4042 -0.8809
H 2.8198 -1.0465 -0.2419
H 1.3900 0.9202 1.0394
C -3.4500 0.5948 -0.5876
N 0.0144 -0.0325 -0.7816
H 3.6497 -0.3202 1.2387
C -3.7949 -0.6359 -0.2419
C 3.2872 -0.0894 0.2011
H -4.7606 -0.9600 -0.6281
H -3.4545 -2.2516 1.0383
C -1.6484 -1.3436 0.2666
H 1.7175 0.3652 -1.8804
*
```

Löwdin atomic charge list, values in e, 2 entries:
1 H 0.113
2 C -0.226

=====

Arrangement ii

ORCA calculation (the ωB97M-V functional and the def2-TZVPD basis) on a gas-phase ion, C9H11N2 (charge +1).

Summary:
Structure (SMILES): C=C=C(CN)C[N+]1=C=CC=C1
Frontier orbital gap (spin up / spin down) (Ha): 0.222 / 0.164
LUMO (spin up / spin down) (eV): -6.2 / -7.7

ORCA input file:
```
! wB97M-V def2-TZVPD RIJCOSX def2/J DEFGRID3
* xyz 1 1
C -1.7488 2.8921 -0.8990
C 0.5112 -2.1172 0.4015
H -2.6941 3.2318 -1.3112
C 0.0155 -0.5881 0.4923
H 2.0670 -1.8071 -0.9600
H -2.3959 1.4369 1.7699
N 0.0910 1.4937 -0.6123
H -0.8510 4.5888 0.3148
H 1.1607 -3.5237 -0.9578
C 0.7995 0.2182 -0.5844
C -0.7673 3.5964 -0.0572
C -0.7350 0.0755 1.3145
C -1.1481 1.6717 -1.1692
H 1.8034 0.2723 -0.2272
C 0.2531 2.6989 -0.0431
H -0.6677 1.4442 2.7604
H 1.1889 -2.2950 1.2167
H -0.3506 -2.7957 0.4424
H 0.7837 -0.1273 -1.5716
C -1.3294 0.9821 1.9801
H -1.4973 0.8350 -1.7527
N 1.2489 -2.4577 -0.7899
*
```

Löwdin atomic charge list, values in e, 2 entries:
1 C 0.043
2 C -0.222

=====

Last place for stability: arrangement ii

=====

Arrangement i

ORCA calculation (the ωB97M-V functional and the def2-TZVPD basis) on a molecular structure, C28H31BN2O5S5V.

Summary:
Frontier orbital gap (spin up / spin down) (Ha): 0.173 / 0.157
LUMO (spin up / spin down) (eV): 4.3 / 4.3

ORCA input file:
```
! wB97M-V def2-TZVPD RIJCOSX def2/J DEFGRID3
* xyz -2 2
H -3.3572 -1.7868 -0.5947
C -3.5656 0.3634 2.6884
H 0.1521 0.5655 5.0179
H -3.0446 0.2639 -3.7046
H -5.5588 0.9724 2.1109
C -3.2513 -1.6587 -2.7368
H 0.2146 2.1426 4.2427
H 3.1831 4.6919 1.9614
N 1.4788 -2.2050 2.2418
H -1.0368 1.8056 5.4557
C -0.7928 -0.1624 -2.2342
H -5.3678 0.6671 3.8425
N -0.8997 -0.4877 0.1671
H -5.4578 -0.6858 2.7028
C -2.6974 -3.0782 -2.8795
H 2.3956 6.8950 1.0640
O 2.0679 -1.1409 1.7318
O 0.6574 2.3833 -0.7896
S 5.3357 -3.3779 -0.0847
H 0.7362 6.9793 -0.7486
H -3.2130 1.2154 4.6394
H -2.9546 -3.4955 -3.8626
C 6.3696 0.7530 -0.5545
C 0.5483 4.8359 -0.9253
C -1.6025 -0.0897 1.2651
H -4.3401 -1.6790 -2.8524
H -3.1463 -3.7255 -2.1157
H 0.2379 -2.5039 -1.1759
C 1.0685 6.0189 -0.3699
H -0.7718 -4.0479 -2.7848
C -5.0694 0.3277 2.8470
H 3.7785 -2.5221 1.5256
C -1.1200 -0.7161 -3.6257
C -2.7692 0.8588 3.7126
H 4.0816 -4.2606 1.7478
C -1.3897 -1.0417 -1.1112
C 5.3856 -1.6736 -0.4690
H -1.2652 -3.1240 -0.5137
C -0.8490 -2.4864 -1.3002
C 2.0029 5.9713 0.6527
C -3.0063 -0.1027 1.5017
H -2.9007 -1.1126 -4.8107
C -2.9142 -1.1189 -1.3365
C 1.9357 3.5917 0.6119
C -2.6397 -0.7498 -3.8074
B 1.4018 1.4160 0.0604
H 0.5358 -2.1091 -3.6301
H -3.6990 -0.4827 0.7708
S 2.8210 -1.4569 -1.5260
C 0.9997 3.6381 -0.4208
S 6.8567 -0.8131 -0.0824
S 7.3617 2.0831 -0.4848
C 2.4518 4.7409 1.1630
H -0.6724 -0.0671 -4.3833
S 4.7452 0.7825 -1.0791
H 5.2778 -3.0685 2.3271
O 2.2033 2.3063 0.9325
H -3.3474 -0.1221 -1.2189
H -0.1849 4.8568 -1.7230
H -0.7614 -2.5337 -4.7610
C -0.8332 0.4174 2.3549
H 0.3000 -0.1043 -2.1202
O 0.5720 -2.7042 1.5679
H -1.1653 0.8566 -2.1137
V 1.0658 -0.5965 0.1735
C -0.4654 1.3786 4.6269
C 4.5480 -3.2948 1.5509
C 4.3643 -0.9361 -0.9748
C -1.1808 -3.0377 -2.6922
O 1.8413 -2.6229 3.3186
C -0.5506 -2.1346 -3.7607
C -1.3820 0.8749 3.5339
H 0.2479 0.4636 2.2477
*
```

Löwdin atomic charge list, values in e, 2 entries:
1 H 0.113
2 C -0.308

=====

Arrangement ii

ORCA calculation (the ωB97M-V functional and the def2-TZVPD basis) on a molecular structure, C28H31BN2O5S5V.

Summary:
Frontier orbital gap (spin up / spin down) (Ha): 0.188 / 0.164
LUMO (spin up / spin down) (eV): 4.3 / 4.3

ORCA input file:
```
! wB97M-V def2-TZVPD RIJCOSX def2/J DEFGRID3
* xyz -2 2
H -1.0741 -0.5295 -4.2043
C 1.0331 -0.1574 1.9915
B -1.9983 -1.7540 0.6060
S 5.3446 -3.7967 0.9473
H 2.2908 1.7473 4.4901
H -2.3199 0.9076 -0.9954
C -2.0274 1.0947 -3.1462
H -5.5649 -3.6478 -0.4080
C -6.4366 -0.8461 1.3394
O 0.2458 -3.8494 0.1616
O -0.2442 -2.9034 -1.6813
H -1.6608 -0.5281 -1.7644
O -2.7653 -0.7458 1.3053
N -0.0739 -3.9822 -1.0628
H -2.2831 3.0238 -4.1128
C -4.2205 -2.2123 0.4427
C 2.0021 -0.9568 4.1431
H 2.7941 -1.5698 3.7048
C 0.3706 1.0397 -3.8600
H 1.7841 0.8234 -2.2169
C -4.0758 -1.0263 1.1679
H 0.9125 -1.2429 1.8515
C 0.4031 2.5690 -3.8485
H 2.9713 -4.0291 1.2727
C -5.1718 -0.3250 1.6261
H 0.7755 -0.5812 -2.4807
H 0.1275 2.9664 -4.8336
H -2.6989 3.0069 -2.3945
C -5.4678 -2.7306 0.1584
H 1.4169 2.9179 -3.6253
C -6.5813 -2.0240 0.6207
H 0.6373 2.9801 0.7751
C 1.6965 3.9325 2.9738
C 1.8312 1.4910 3.5414
S 6.3046 -1.0840 1.7706
H 3.9012 -5.3919 1.9410
N 0.1546 0.3246 -0.1420
V 0.1207 -1.6895 0.0879
H -1.3355 0.9122 -5.1958
H 2.3668 -0.5605 5.0918
H -7.5751 -2.4021 0.4103
C -1.6247 0.5653 -1.7692
C 5.1287 -2.0593 0.9163
H -0.5367 4.1782 -2.7553
C 4.1150 -1.3976 0.2937
C -0.5717 3.0827 -2.7864
H 0.7646 4.5024 2.9244
S 2.8110 -2.0331 -0.6086
C -0.1986 1.0054 -1.3828
S 6.3544 1.8916 1.8997
H 2.1077 4.0445 3.9782
S 4.1934 0.3523 0.4963
C 3.8558 -4.3070 1.8443
H -3.0403 0.7512 -3.3823
H 1.0736 0.6581 -4.6082
C -1.9882 2.6233 -3.1346
C -0.1665 2.5432 -1.4075
H -7.3189 -0.3190 1.6834
C 0.7679 0.5122 -2.4793
C 1.6066 0.1540 3.2056
H -0.8477 2.9409 -0.6493
C 0.6690 0.8184 1.0125
O -3.0028 -2.6755 0.1016
O -0.2052 -5.0772 -1.5820
H 3.8301 -3.8546 2.8347
C -1.0464 0.5641 -4.1958
H -5.0449 0.5951 2.1819
H 2.3968 4.3924 2.2723
C 0.8998 2.1564 1.4159
H 1.1552 -1.6161 4.3483
C 5.6440 0.4616 1.4211
C 1.4677 2.4793 2.6416
H 0.8416 2.8960 -1.1793
*
```

Löwdin atomic charge list, values in e, 2 entries:
1 H 0.122
2 C -0.063

=====

Last place for stability: arrangement i

=====

Arrangement i

ORCA calculation (the ωB97M-V functional and the def2-TZVPD basis) on 2 unconnected molecules or ions with the total composition C2H7BrN.

Summary:
Frontier orbital gap (Ha): 0.308
LUMO (eV): -6.7

ORCA input file:
```
! wB97M-V def2-TZVPD RIJCOSX def2/J DEFGRID3
* xyz 1 1
H -0.9836 1.9812 2.5640
H -1.3467 0.5771 1.6737
Br 0.9205 -2.4934 0.6095
C -1.0789 1.5969 1.5674
H -0.1414 1.3908 1.0174
H 1.6943 -0.3399 -1.8733
H -1.8478 2.1187 1.0954
C 0.5319 -1.0185 -0.3211
H 1.1494 -2.0308 -2.2252
N 0.9418 -1.0890 -1.8058
H 0.1606 -0.6932 -2.3021
*
```

Löwdin atomic charge list, values in e, 2 entries:
1 H 0.023
2 H -0.013

=====

Arrangement ii

ORCA calculation (the ωB97M-V functional and the def2-TZVPD basis) on a gas-phase ion, C2H7BrN (charge +1).

Summary:
Structure (SMILES): C[C@@H]([NH3+])Br
Frontier orbital gap (Ha): 0.385
LUMO (eV): -4.7

ORCA input file:
```
! wB97M-V def2-TZVPD RIJCOSX def2/J DEFGRID3
* xyz 1 1
H 0.4939 -0.6129 -1.3635
H -1.1314 0.8255 -0.8031
C -0.2933 -1.0773 0.5924
Br 2.3985 0.3842 0.3943
C 0.4234 -0.1511 -0.3270
H -0.3240 1.5741 0.4589
H -1.4083 -0.8347 0.5423
H 0.4301 1.7826 -1.0342
H -0.1044 -0.9389 1.6723
N -0.2771 1.1634 -0.5018
H -0.2072 -2.1150 0.3694
*
```

Löwdin atomic charge list, values in e, 2 entries:
1 H 0.143
2 H 0.123

=====

Last place for stability: arrangement i

=====

Arrangement i

ORCA calculation (the ωB97M-V functional and the def2-TZVPD basis) on a gas-phase ion, C3H8N3O (charge +1).

Summary:
Frontier orbital gap (spin up / spin down) (Ha): 0.205 / 0.283
LUMO (spin up / spin down) (eV): -4.2 / -7.3

ORCA input file:
```
! wB97M-V def2-TZVPD RIJCOSX def2/J DEFGRID3
* xyz 1 3
H -0.6521 1.6099 1.1659
C 0.9471 -0.6304 -0.2513
H -0.9247 1.4090 -0.7409
N 1.7768 0.5716 -0.2257
N -0.3178 -0.1540 0.4229
H 2.0052 -1.6160 1.0817
H -2.3913 -0.5209 0.4355
O 1.5085 -1.7821 0.2613
N -1.4932 -0.8225 -0.0985
H 1.5000 2.4920 -0.0348
C 1.0539 1.5397 0.0616
H -1.6331 -1.9231 0.0612
H -1.6948 -0.5355 -1.1163
H 0.7144 -0.8644 -1.2868
C -0.3987 1.2267 0.2640
*
```

Löwdin atomic charge list, values in e, 2 entries:
1 H 0.102
2 C -0.359

=====

Arrangement ii

ORCA calculation (the ωB97M-V functional and the def2-TZVPD basis) on a gas-phase ion, C3H8N3O (charge +1).

Summary:
Frontier orbital gap (spin up / spin down) (Ha): 0.266 / 0.333
LUMO (spin up / spin down) (eV): -3.7 / -6.4

ORCA input file:
```
! wB97M-V def2-TZVPD RIJCOSX def2/J DEFGRID3
* xyz 1 3
N -0.5648 -0.8110 -1.8659
H -0.2788 -1.6571 0.8182
H 0.6556 1.4521 1.7881
H -0.5292 -0.6957 -2.9020
C 0.0839 1.4347 0.9250
H -1.0703 -1.6360 -1.5621
H 1.0359 -0.6385 1.5273
C 0.5206 -0.8822 0.6730
H 1.1527 -1.4491 0.0010
C -0.4308 0.3252 -1.1924
O -1.6145 2.6606 0.0251
H -0.6244 3.0864 1.7435
N 0.0359 0.3347 0.0810
N -0.6739 2.5149 0.8980
H -0.3745 1.2980 -1.7292
*
```

Löwdin atomic charge list, values in e, 2 entries:
1 N 0.139
2 H 0.132

=====

Arrangement iii

ORCA calculation (the ωB97M-V functional and the def2-TZVPD basis) on a gas-phase ion, C3H8N3O (charge +1).

Summary:
Frontier orbital gap (spin up / spin down) (Ha): 0.229 / 0.218
LUMO (spin up / spin down) (eV): -3.0 / -8.0

ORCA input file:
```
! wB97M-V def2-TZVPD RIJCOSX def2/J DEFGRID3
* xyz 1 3
H -1.8599 1.9857 0.6439
H 0.8375 2.0661 -0.6595
C 0.7380 1.2244 0.1278
H 2.6063 0.0627 0.2732
N 0.7314 -1.1379 0.2192
H -2.4306 -0.8950 -0.2258
C -0.5274 -0.6785 0.1289
H 1.1206 1.5222 1.1740
O -1.7887 1.4040 -0.0968
H 0.9084 -2.0902 -0.1132
H 1.9527 -0.2076 -1.1873
C 1.5965 -0.0316 -0.1661
H -1.6958 -2.4705 0.0708
N -0.5999 0.6562 -0.1258
N -1.5890 -1.4098 -0.0633
*
```

Löwdin atomic charge list, values in e, 2 entries:
1 H 0.126
2 H 0.181

=====

Last place for stability: arrangement i

=====

Arrangement i

ORCA calculation (the ωB97M-V functional and the def2-TZVPD basis) on 2 unconnected molecules or ions with the total composition CH3ClO2S.

Summary:
Structure (SMILES): OSCl.C=O
Frontier orbital gap (Ha): 0.329
LUMO (eV): 0.2

ORCA input file:
```
! wB97M-V def2-TZVPD RIJCOSX def2/J DEFGRID3
* xyz 0 1
H -0.3155 1.5472 -1.1395
O -1.2879 1.5010 -0.9443
H 1.3280 -1.8936 0.1307
O 0.9228 0.0676 -0.5212
C 1.1974 -0.8014 0.3044
Cl -1.9614 -0.8462 0.3175
S -1.4336 1.0280 0.6140
H 1.5502 -0.6026 1.2384
*
```

Löwdin atomic charge list, values in e, 2 entries:
1 H 0.036
2 O -0.529

=====

Arrangement ii

ORCA calculation (the ωB97M-V functional and the def2-TZVPD basis) on 2 unconnected molecules or ions with the total composition CH3ClO2S.

Summary:
Structure (SMILES): O=CO.SCl
Frontier orbital gap (Ha): 0.351
LUMO (eV): -0.2

ORCA input file:
```
! wB97M-V def2-TZVPD RIJCOSX def2/J DEFGRID3
* xyz 0 1
H -2.0841 0.7640 2.3827
H -0.3171 -0.0798 0.5006
S 0.4228 0.2193 -1.9026
Cl -1.4219 -0.5093 -2.1386
O -1.0233 0.4536 0.8490
H 0.7955 0.2491 -3.3407
C -1.3305 0.0218 2.0529
O -0.6156 -0.7265 2.6691
*
```

Löwdin atomic charge list, values in e, 2 entries:
1 H 0.150
2 H 0.018

=====

Last place for stability: arrangement i

=====

Arrangement i

ORCA calculation (the ωB97M-V functional and the def2-TZVPD basis) on a gas-phase ion, C3H5N3O (charge +2).

Summary:
Structure (SMILES): [NH+]#CC[N+]([O-])=C=[NH2+]
Frontier orbital gap (spin up / spin down) (Ha): 0.337 / 0.337
LUMO (spin up / spin down) (eV): -10.8 / -10.8

ORCA input file:
```
! wB97M-V def2-TZVPD RIJCOSX def2/J DEFGRID3
* xyz 2 1
N 1.0738 -1.4692 1.6661
C -1.0566 -0.2769 0.8659
C -0.0156 0.2126 -1.1647
N -0.7845 -0.5210 -0.5963
O -1.1945 -1.5798 -1.0611
H 1.9177 -1.8931 2.0411
H 1.1894 1.5244 -2.2925
N 0.2503 1.0632 -2.0758
H -2.0499 -0.8610 1.1873
H -1.0224 0.8521 1.0797
C 0.0858 -0.9202 1.5093
H -0.4230 1.8071 -2.3295
*
```

Löwdin atomic charge list, values in e, 2 entries:
1 N 0.461
2 C 0.060

=====

Arrangement ii

ORCA calculation (the ωB97M-V functional and the def2-TZVPD basis) on 2 unconnected molecules or ions with the total composition C3H5N3O.

Summary:
Frontier orbital gap (spin up / spin down) (Ha): 0.197 / 0.167
LUMO (spin up / spin down) (eV): -14.9 / -15.7

ORCA input file:
```
! wB97M-V def2-TZVPD RIJCOSX def2/J DEFGRID3
* xyz 2 1
C 0.4441 -0.0661 0.0535
C -1.9054 -0.1014 0.0483
C -0.6434 0.7922 0.3179
H -2.8903 -0.0263 0.5215
H -0.5528 1.6513 -0.3322
H -0.5589 1.3861 1.3235
N 5.2807 0.1837 -0.0007
N -0.0163 -1.2177 -0.1929
H -2.3329 0.3205 -0.8905
O -1.4369 -1.3253 -0.2066
N 4.2161 0.4394 -0.0800
H 0.3961 -2.0363 -0.5618
*
```

Löwdin atomic charge list, values in e, 2 entries:
1 C 0.322
2 C -0.008

=====

Last place for stability: arrangement ii